Density functional theory data (ωB97M-V/def2-TZVPD) for a structure of composition C33H48BrN3P2SeW.

Geometry as XYZ:
```
89
Properties=species:S:1:pos:R:3:forces:R:3:mulliken_charge:R:1
H 2.223155 -1.829968 -2.879811 0.0 0.2 0.1 0.149
H -1.853382 -3.452071 -4.595840 0.1 0.2 -0.1 0.373
H -0.355501 -3.066361 -5.471163 0.0 -0.1 0.4 0.473
H -4.239166 3.070766 -1.177668 0.1 -0.4 -0.1 0.384
H 0.350361 -3.719558 -0.057844 -0.2 0.3 -0.4 0.574
C 3.503125 1.095343 -0.681017 -1.5 0.6 0.2 0.268
C 0.140162 2.497754 -2.574414 -0.7 -0.4 -0.8 0.225
H -5.335114 1.420394 -5.626564 0.0 -0.1 -0.2 0.427
H -2.206464 -0.354378 -0.016620 0.3 -0.3 -0.4 0.354
P -0.758694 -2.264288 -1.729093 -1.1 -1.3 -0.2 1.093
C -3.829154 1.321609 -4.081906 -0.1 0.4 0.5 -0.470
C -1.298704 0.539220 7.246365 0.2 -1.2 -0.7 -0.653
H -1.063015 3.840042 -1.316005 0.5 -0.3 0.0 0.525
H -2.753811 2.428456 3.126334 0.6 -0.5 0.0 0.255
Br 3.826447 4.807305 -1.122760 -0.4 0.4 -0.2 0.212
H 0.931586 -0.947377 3.570032 -0.2 -0.2 0.2 0.373
H -3.603172 -0.032632 -1.073624 -0.1 -0.1 -0.1 0.159
H -0.384782 -1.212663 6.247326 -0.2 0.7 0.2 0.386
H -3.567726 -1.313861 0.056595 0.3 -0.3 0.2 0.583
H 3.585758 -1.001127 2.098695 -0.1 -0.1 -0.4 0.398
H 3.208404 1.545988 0.278500 0.0 -0.2 0.0 0.536
H -0.388936 -2.069060 4.101411 0.3 -0.2 -0.1 0.496
C -1.556892 0.049182 4.931646 0.3 1.1 -0.9 0.727
H -2.850066 -1.429276 -2.798759 0.3 0.0 0.3 0.481
C -5.638434 2.923418 -2.774421 0.4 -0.4 -0.3 -0.472
H -6.404639 3.529623 -2.280918 0.5 -0.1 -0.1 0.388
H 3.991181 -2.214447 0.854609 -0.1 0.1 0.1 0.413
C -1.023777 -0.320757 6.166578 0.2 -0.1 1.0 -0.690
P 2.193849 -0.244838 -1.023188 2.2 0.5 -0.5 0.102
H 4.774391 -1.717286 -2.753452 0.0 0.1 0.0 0.371
H -3.101322 -2.749012 -1.690940 0.0 0.3 0.0 0.805
C -0.953955 -2.828604 -4.583027 -0.7 -0.1 -0.1 -1.497
C -0.058923 3.590510 -1.686468 0.8 1.5 0.4 -0.031
H -1.140168 -3.002935 0.523769 0.1 -0.1 -0.3 0.135
C 2.295988 4.217512 -1.919649 -0.2 -0.6 0.2 0.308
W -0.493556 0.124051 -1.239926 -1.0 -2.6 2.2 0.057
C 0.990326 4.501829 -1.420322 -1.0 -0.8 0.1 -0.765
N -1.028732 -0.184578 3.638647 0.3 0.0 -0.8 0.317
H 4.015612 -1.568456 -4.332344 -0.1 0.1 0.3 0.418
C 2.749780 -0.882244 -2.751532 -1.1 -0.2 0.5 0.100
H -2.155169 1.987322 -1.116730 0.3 0.0 -0.7 0.397
H 1.347627 -0.597090 1.072110 0.4 -0.2 0.3 -0.395
H 2.794789 -2.566653 2.097673 0.0 0.1 -0.2 0.451
H -2.431310 2.222317 8.012476 0.2 -0.4 -0.7 0.391
H -1.065650 -5.262946 -1.597019 -0.2 0.0 0.4 0.281
H -0.807873 0.369433 8.211613 -0.3 -0.1 -0.4 0.405
N -5.953526 2.490128 -3.999037 0.4 -0.2 0.5 -0.471
H 3.299879 3.096893 -3.520598 0.2 0.5 0.1 0.474
C -0.093836 -1.293595 3.399595 0.0 0.5 0.0 -0.520
H 5.478727 0.276985 -0.112800 -0.1 0.1 -0.1 0.355
C -1.375034 0.809143 2.780230 -1.2 -0.4 0.8 0.039
C 1.303776 2.515037 -3.360797 1.2 0.9 0.4 -0.158
C -2.126540 1.419668 -2.068069 -0.1 1.4 -1.5 -0.795
C -5.065906 1.723347 -4.626396 0.6 0.0 0.1 -0.542
C 4.138767 -1.068916 -3.360441 0.4 0.0 0.2 -1.562
C 5.035507 1.038461 -0.759851 0.1 -0.6 -0.1 -1.312
C -2.960340 -0.822419 -0.708258 -0.9 0.0 0.4 -1.217
C -3.502054 1.740287 -2.787306 0.6 -0.5 0.5 0.997
H -0.901954 1.015844 -3.833844 0.1 -0.2 -0.1 1.065
H -3.451332 2.817021 5.756489 0.4 -0.3 0.2 0.399
C -1.383121 -4.857293 -0.621642 -0.2 0.1 -0.4 -1.124
H 0.034378 -4.121832 -3.122090 -0.3 0.2 0.2 0.781
H -2.475345 -4.740809 -0.607624 0.3 -0.2 -0.1 0.340
Se -0.610570 1.197027 0.901568 0.4 1.0 3.4 -0.130
C 2.386449 3.279878 -2.968589 -0.3 -0.9 -1.4 -0.842
C -2.372175 1.174036 4.805591 0.8 0.9 -0.3 0.615
N -2.237777 1.614793 3.481213 0.0 -0.3 -1.3 0.037
C -2.555258 -1.798110 -1.802156 -0.1 -1.1 -0.8 -0.614
C -0.174536 -3.058966 -3.297706 0.8 0.3 0.1 -0.235
H 0.883153 5.405886 -0.815332 -0.3 -0.4 -0.1 0.493
H 3.175397 1.835812 -1.412827 0.1 0.0 0.0 -0.713
C 3.175022 -1.777042 1.437428 0.4 0.1 0.1 -1.612
H 1.359215 1.981365 -4.293051 0.1 -0.6 0.0 0.599
H -0.157665 -1.663812 2.375781 -0.3 0.1 0.1 -0.214
C -0.690597 -3.505405 -0.352564 0.4 0.0 0.7 -0.789
H 0.810186 -2.618852 -3.429654 0.1 -0.1 0.0 -0.170
H 5.402516 2.021559 -0.436559 -0.1 -0.3 0.1 0.383
C 2.032641 -1.281973 0.556206 -0.5 0.2 -1.0 1.310
H 4.664377 -0.134880 -3.570863 -0.1 -0.1 0.2 0.363
H 5.411363 0.891805 -1.775113 -0.2 -0.1 0.2 0.263
H 2.182392 -0.137299 -3.329629 0.1 -0.2 -0.1 0.281
H -1.096287 -5.587762 0.157858 -0.1 0.5 -0.4 0.422
H -1.256791 -1.790279 -4.703345 -0.1 0.2 0.0 0.275
C -4.422045 2.596770 -2.141966 -0.2 -0.1 0.1 -0.443
H 1.392877 -2.117550 0.260429 0.1 0.0 0.0 -0.518
C -2.190216 1.621024 7.115336 -0.9 0.8 0.0 -0.433
C -2.771692 1.968901 5.896291 0.2 -0.5 0.4 -0.960
H -3.101612 0.775157 -4.667172 -0.2 -0.2 -0.2 0.383
C -0.835168 1.356856 -2.803899 -0.8 4.2 -0.2 -0.319
```
Positions in Å, forces in eV/Å.

Output
- molecular weight (g/mol) = 891.42
- E (eV) = -195216.078
- <S²> = 2.117
- multiplicity = 3
- charge = +4
- HOMO (alpha / beta) (eV) = -18.339 / -18.356
- HOMO-LUMO gap (alpha / beta) (eV) = 5.056 / 3.719
- max |F| (eV Å⁻¹) = 4.30
- LUMO energy (alpha / beta) (eV) = -13.28 / -14.64
- energy above the lowest of the compared OMol25 structures with the same formula, charge and spin (kcal/mol) = 2.08